{"formula": "C5H8Br2", "method": "wB97M-V/def2-TZVPD", "elements": ["C", "C", "C", "C", "C", "Br", "Br", "H", "H", "H", "H", "H", "H", "H", "H"], "xyz": [[1.89842, 0.30017, 0.20728], [-1.68477, 1.37939, 1.02567], [1.30736, -0.61902, -0.60284], [-2.41362, 0.15280, 1.27395], [1.06951, -0.39207, -2.02504], [-0.34098, 1.68959, 2.30685], [0.74759, -2.39856, 0.04548], [2.11071, 1.37053, -0.06762], [2.20172, 0.22054, 1.25556], [-1.94448, -0.66534, 1.89964], [-2.84320, -0.28940, 0.30166], [-3.30468, 0.42346, 1.65714], [0.13499, -0.92751, -2.44214], [1.84801, -0.98417, -2.70784], [1.21344, 0.73957, -2.12775]], "atomic_forces_ev_per_a": [[-0.35, 0.04, -0.21], [0.18, 0.63, -0.27], [1.03, 0.53, 2.19], [2.72, -3.23, -2.01], [0.51, -0.99, -2.71], [-0.33, -0.18, -0.01], [0.53, 1.13, -0.20], [-0.37, -1.35, -0.63], [-0.48, -0.87, -0.36], [-0.50, 0.89, -0.57], [1.11, 0.60, 0.97], [-3.24, 1.34, 1.98], [0.90, 1.67, 0.92], [-1.04, 1.48, 1.61], [-0.68, -1.69, -0.69]], "homo_lumo_gap_ha": 0.304, "e_homo_ha": -0.322, "charge": 0, "lumo_energy_ev": -0.50}



{"formula": "C5H16N2O", "method": "wB97M-V/def2-TZVPD", "elements": ["C", "N", "C", "C", "C", "C", "N", "H", "H", "H", "H", "H", "H", "H", "H", "H", "H", "H", "H", "H", "H", "H", "H", "O"], "xyz": [[1.01398, -0.45253, -1.15239], [0.43678, -0.24244, 0.20898], [1.48112, -0.37867, 1.21517], [0.44080, 2.31536, 0.43668], [-0.35181, 0.97275, 0.39386], [-1.52818, 0.99519, -0.63808], [-2.81002, 0.80488, 0.00572], [2.09464, -0.57358, -1.04190], [0.62761, -1.40104, -1.52697], [0.80540, 0.37436, -1.80544], [1.81936, -1.40483, 1.33617], [2.33043, 0.28972, 1.03280], [1.04755, -0.18794, 2.20482], [1.50000, 2.09111, 0.32965], [-0.03759, 3.01872, -0.22267], [0.27489, 2.73954, 1.43096], [-0.88275, 0.76289, 1.30663], [-1.36787, 0.11384, -1.25972], [-1.45448, 1.89003, -1.26463], [-3.06139, 1.55043, 0.64066], [-3.56632, 0.64867, -0.64246], [0.28429, -3.36233, 0.21522], [1.43043, -2.80039, -0.61212], [1.01890, -3.63180, -0.35561]], "atomic_forces_ev_per_a": [[-0.07, -0.44, 1.55], [0.83, -0.29, -0.54], [-0.75, 0.00, 0.67], [-0.96, -1.12, 1.28], [-0.78, -0.02, -0.83], [0.77, -0.49, 0.05], [-0.14, -0.10, 0.44], [0.09, 0.20, -0.28], [-0.15, 0.30, -0.55], [-0.08, 0.23, -0.48], [0.26, -0.19, -0.55], [0.15, -0.09, 0.20], [0.08, 0.41, -0.15], [-0.01, 0.64, -0.45], [0.59, 0.31, -0.69], [0.38, 0.04, 0.03], [0.04, 0.36, 0.77], [-0.19, 0.17, -0.28], [-0.08, 0.03, -0.08], [0.00, 0.09, -0.12], [0.00, 0.09, -0.09], [0.19, -0.03, -0.18], [0.00, -0.14, 0.07], [-0.18, 0.02, 0.21]], "homo_lumo_gap_ha": 0.347, "e_homo_ha": -0.313, "smiles": "C[C@@H](CN)N(C)C.O", "charge": 0, "lumo_energy_ev": 0.92}



{"formula": "C4H3NO3", "method": "wB97M-V/def2-TZVPD", "elements": ["C", "C", "C", "C", "H", "H", "H", "N", "O", "O", "O"], "xyz": [[0.32391, -0.00882, -0.12937], [0.38908, 1.36156, 0.55731], [-1.15354, -0.61155, 0.06434], [0.70083, -0.26012, -1.60158], [0.50587, -1.30946, 1.52070], [1.54516, 1.55266, 1.06310], [-1.93819, 0.01306, -0.48767], [0.60429, -0.52192, -2.76062], [0.97773, -1.02770, 0.39517], [-0.50765, 2.20350, 0.47967], [-1.44750, -1.39122, 0.89895]], "atomic_forces_ev_per_a": [[-2.47, -2.13, -1.75], [1.33, 2.81, -0.44], [-2.19, 4.31, -1.69], [-2.06, 0.72, -3.58], [1.70, 1.18, -5.18], [-3.14, -0.38, -0.87], [0.53, -1.14, 0.19], [0.83, 0.99, 4.58], [2.41, -2.95, 7.66], [2.50, -2.52, 0.54], [0.55, -0.89, 0.53]], "homo_lumo_gap_ha": 0.353, "e_homo_ha": -0.382, "charge": 0, "lumo_energy_ev": -0.81}



{"formula": "C24H29BrFeN7O2S2", "method": "wB97M-V/def2-TZVPD", "elements": ["Fe", "O", "C", "C", "C", "C", "C", "C", "C", "O", "N", "N", "C", "C", "Br", "C", "C", "C", "C", "C", "C", "C", "H", "H", "H", "H", "H", "H", "H", "H", "H", "H", "H", "H", "H", "H", "S", "C", "N", "C", "C", "S", "H", "H", "H", "H", "H", "C", "C", "C", "C", "N", "C", "N", "N", "N", "H", "H", "H", "H", "H", "H", "H", "H", "H", "H"], "xyz": [[-1.56428, 0.02895, -0.44456], [1.25926, -0.21003, -2.90031], [1.37768, -1.47835, -3.38093], [2.36070, -1.74510, -4.32378], [2.52896, -3.03574, -4.79607], [1.71627, -4.07165, -4.34818], [0.73598, -3.80373, -3.40994], [0.56011, -2.51386, -2.91555], [-0.46383, -2.26111, -1.83903], [-1.15202, -1.10335, -1.91018], [0.34322, -2.24192, -0.53818], [0.11466, -1.33382, 0.33436], [0.92841, -1.23185, 1.38091], [0.76065, -0.25310, 2.35944], [-0.62742, 1.01376, 2.13255], [1.59306, -0.07098, 3.45085], [2.54284, -0.97826, 4.00097], [3.58235, -0.42737, 4.78178], [4.56636, -1.23679, 5.30551], [4.50730, -2.61230, 5.10274], [3.45554, -3.18281, 4.38479], [2.48105, -2.37976, 3.83809], [0.38878, -0.14370, -2.46916], [2.98012, -0.93133, -4.67566], [3.29561, -3.23412, -5.53298], [1.83725, -5.07137, -4.74021], [0.07889, -4.59690, -3.07004], [-1.11198, -3.14493, -1.74443], [1.15055, -2.86006, -0.44966], [1.79739, -1.88070, 1.44538], [1.52659, 0.89613, 3.93878], [3.61433, 0.64290, 4.94238], [5.37264, -0.80705, 5.88302], [5.26885, -3.25021, 5.53109], [3.39490, -4.25720, 4.28063], [1.62910, -2.83106, 3.34684], [-3.77556, -0.11922, 0.47797], [-3.92138, -1.40921, 1.54342], [-5.06955, -1.74268, 2.10324], [-5.12205, -3.01415, 2.82449], [-3.69407, -3.26833, 3.28864], [-2.64554, -2.48939, 2.01441], [-5.90989, -1.23394, 1.86461], [-5.46977, -3.79895, 2.14972], [-5.80786, -2.93943, 3.66546], [-3.46572, -4.32862, 3.34900], [-3.48364, -2.79169, 4.24369], [-1.69328, 6.30241, -1.20744], [-0.84427, 6.09725, -2.45692], [0.64510, 6.07750, -2.12797], [-1.27686, 4.85933, -3.24351], [-1.14321, 3.61734, -2.46571], [-0.06467, 2.85165, -2.24572], [-0.42006, 1.86027, -1.46613], [-1.73684, 2.05909, -1.22281], [-2.18046, 3.09794, -1.81715], [-1.43771, 7.24859, -0.73249], [-1.51528, 5.51237, -0.47279], [-2.75897, 6.31626, -1.43776], [-1.03165, 6.92735, -3.14390], [0.88441, 5.29692, -1.39997], [0.94469, 7.02403, -1.68037], [1.25716, 5.92469, -3.01913], [-0.67772, 4.73021, -4.14406], [-2.32654, 4.91273, -3.52429], [0.91132, 3.01849, -2.66783]], "atomic_forces_ev_per_a": [[-0.07, -0.04, -0.01], [-0.07, -0.02, 0.03], [0.06, -0.05, 0.08], [-0.01, 0.00, 0.01], [-0.02, 0.02, 0.00], [-0.01, -0.01, 0.00], [-0.02, 0.02, -0.07], [0.01, 0.01, -0.04], [0.04, -0.02, 0.04], [0.02, -0.01, 0.03], [-0.01, -0.06, -0.03], [-0.07, 0.02, 0.00], [0.09, 0.01, 0.04], [-0.06, 0.01, -0.06], [0.04, -0.01, -0.04], [0.02, 0.02, 0.04], [-0.01, 0.00, -0.02], [0.00, -0.01, 0.00], [0.00, 0.01, 0.01], [0.00, 0.00, 0.00], [-0.02, 0.00, -0.01], [0.01, -0.02, 0.02], [0.02, 0.08, -0.12], [0.01, 0.00, 0.00], [0.00, 0.00, 0.00], [0.01, 0.00, 0.01], [0.01, 0.00, 0.01], [-0.01, 0.03, 0.04], [0.00, 0.00, 0.00], [-0.01, 0.02, -0.02], [0.00, 0.00, 0.00], [0.00, 0.00, 0.00], [0.00, 0.00, 0.00], [0.00, 0.00, 0.00], [0.01, 0.00, 0.00], [0.01, -0.01, 0.03], [-0.05, 0.04, -0.06], [-0.08, -0.07, 0.04], [0.04, -0.01, 0.03], [-0.01, 0.01, 0.01], [0.03, -0.01, 0.01], [0.00, 0.02, -0.01], [0.01, 0.01, -0.02], [0.00, 0.01, 0.00], [0.00, 0.00, 0.00], [0.00, 0.00, 0.00], [0.00, 0.00, 0.00], [0.00, -0.01, 0.01], [0.00, 0.00, 0.00], [-0.01, 0.00, -0.01], [0.00, 0.03, 0.00], [0.02, -0.06, 0.03], [-0.03, -0.01, -0.08], [-0.11, 0.22, 0.08], [0.22, -0.20, 0.02], [0.01, 0.07, 0.01], [0.00, 0.00, 0.00], [0.00, 0.00, 0.00], [0.00, 0.00, 0.00], [0.00, 0.00, 0.00], [0.00, 0.00, 0.00], [0.00, 0.00, 0.00], [0.01, 0.00, 0.00], [0.00, 0.00, 0.00], [0.00, 0.00, -0.01], [0.00, 0.01, -0.01]], "homo_lumo_gap_ha": [0.233, 0.169], "e_homo_ha": [-0.476, -0.476], "charge": 2, "s_squared": 8.824, "spin_multiplicity": 6, "lumo_energy_ev": [-6.63, -8.35]}



The following energy above the lowest of the compared OMol25 structures with the same formula, charge and spin values (in kcal/mol) correspond, in order, to the records above: 103.4, 34.6, 117.3, 8.5.
The following strongest force on any atom values (in hartree/bohr) correspond, in order, to the records above: 0.091, 0.038, 0.166, 0.006.